No. 1
Density functional theory data (ωB97M-V/def2-TZVPD) for an isolated ion of composition C5H4N2O4S and charge -2 at a distorted geometry.

Structure (XYZ):
```
16
Properties=species:S:1:pos:R:3:forces:R:3:lowdin_charge:R:1
O -2.371331 -3.392351 1.023815 -1.0 -1.0 0.7 -0.037
C -1.244024 -3.130235 0.654823 -0.3 2.7 -0.4 -0.729
O -0.244994 -3.688702 0.279927 1.0 -1.9 -0.4 -0.011
N -1.009351 -1.600063 0.529417 -1.0 -2.1 0.3 -0.103
N -1.615117 -0.715254 1.286272 -1.6 0.5 1.3 0.071
C -1.217994 0.457514 1.014657 1.8 0.6 0.0 -0.228
C -0.175459 0.517735 -0.092228 0.2 -1.3 1.6 -0.133
C 0.021240 -1.107844 -0.181304 3.1 2.8 -1.4 -0.522
S 1.805066 -1.446372 0.723092 -0.9 0.8 0.5 0.566
C 0.166694 -1.534340 -1.676526 -0.1 -0.4 -0.4 -0.739
O -0.862647 -1.341285 -2.355303 -0.3 0.3 0.2 -0.068
O 1.257412 -1.969322 -2.073106 0.5 -0.1 -0.2 -0.113
H -1.477332 1.339514 1.546862 -0.7 0.4 0.6 0.057
H -0.835031 0.927324 -0.876160 1.3 -0.1 -0.7 0.095
H 0.822218 1.051143 0.229429 -2.1 -0.8 -1.1 0.097
H 2.187400 -2.205002 -0.285681 0.1 -0.4 -0.5 -0.201
```
Positions in Å, forces in eV/Å.

Properties
SMILES string: O=C([O-])N1N=CC[C@]1(S)C(=O)[O-]
E_HOMO in eV: -0.457
Total charge: -2
Gap between HOMO and LUMO in eV: 6.16



No. 2
Density functional theory data (ωB97M-V/def2-TZVPD) for one molecule with the formula C5H4N2OS at a distorted geometry.

Structure (XYZ):
```
13
Properties=species:S:1:pos:R:3:forces:R:3:lowdin_charge:R:1
C -2.027693 -0.210384 0.248216 0.3 -0.7 0.5 -0.201
C -0.730529 -0.571488 0.460032 2.2 4.1 -3.1 0.016
C 0.518790 0.541845 -0.391763 -3.5 -2.3 2.1 -0.505
C 0.000706 -1.558880 1.127188 2.6 -1.3 0.8 -0.516
C 0.146975 1.683525 -1.219457 -0.3 -0.2 -0.3 -0.151
N -3.103045 0.151337 0.033729 -0.8 0.3 -0.2 0.200
N 1.396483 -1.356977 0.908408 -1.3 -1.0 0.8 -0.281
O -0.345185 -2.495699 1.815493 -0.7 0.1 0.0 0.112
S 1.982671 -0.106818 -0.000061 1.5 0.5 -0.5 0.977
H 0.985853 2.366405 -1.344719 0.0 0.1 0.0 0.078
H -0.699352 2.208724 -0.775359 0.1 0.2 0.0 0.080
H -0.174354 1.341194 -2.207288 0.0 0.2 -0.2 0.082
H 2.048681 -1.992785 1.345580 -0.2 0.1 0.0 0.108
```
Positions in Å, forces in eV/Å.

Properties
E_HOMO (alpha / beta) in eV: -6.754 / -9.486
Expectation value of S²: 2.028
2S+1: 3
Total charge: 0
Gap between HOMO and LUMO (alpha / beta) in eV: 6.96 / 6.59



No. 3
Density functional theory data (ωB97M-V/def2-TZVPD) for one molecule with the formula C5H4N2S at a distorted geometry.

Structure (XYZ):
```
12
Properties=species:S:1:pos:R:3:forces:R:3:lowdin_charge:R:1
C -2.083127 -1.953509 1.101340 1.1 1.1 -0.3 0.129
C -1.251032 -1.081550 0.920128 -1.3 -1.2 0.2 -0.094
C -0.298742 -0.070452 0.671019 0.3 0.2 -0.1 -0.299
N 0.145346 0.832414 1.627215 0.0 -0.3 -0.4 0.100
C 1.055586 1.626117 1.042597 0.6 0.9 0.2 -0.194
N 1.233402 1.330864 -0.225450 0.1 0.0 0.2 0.052
C 0.408886 0.276787 -0.462738 -0.3 -0.3 -0.3 -0.659
S 0.330695 -0.445722 -2.067962 0.4 0.5 0.1 0.812
H -2.806980 -2.732078 1.226211 0.2 0.2 0.0 0.029
H -0.157629 0.863123 2.571436 -0.2 0.0 0.6 0.148
H 1.587917 2.437663 1.575551 -0.5 -0.7 -0.4 0.134
H -0.555091 -1.364460 -1.732243 -0.4 -0.4 0.2 -0.159
```
Positions in Å, forces in eV/Å.

Properties
SMILES string: C#Cc1[nH]cnc1S
E_HOMO in eV: -8.128
Total charge: 0
Gap between HOMO and LUMO in eV: 8.91



No. 4
Density functional theory data (ωB97M-V/def2-TZVPD) for an isolated ion of composition C5H4NO2 and charge -1 at a distorted geometry.

Structure (XYZ):
```
12
Properties=species:S:1:pos:R:3:forces:R:3:lowdin_charge:R:1
C 1.236807 -1.059038 -0.067827 0.9 -2.7 -0.7 -0.113
C 1.812843 0.141247 -0.159463 -0.9 2.3 0.9 -0.270
C -0.397598 1.232225 -0.204856 2.2 -1.2 -0.3 -0.276
C -0.133462 -1.277885 -0.108891 -2.4 -1.2 -0.8 -0.504
C -0.985468 -0.077185 0.257062 -1.3 0.2 -1.5 -0.172
N -0.764840 2.426802 -0.368558 -2.4 0.0 0.6 -0.026
O 2.814378 0.759915 -0.035966 0.1 0.1 -0.6 0.045
O -0.702701 -2.377291 -0.354289 1.0 1.4 0.6 -0.060
H 1.811995 -2.003043 -0.169986 0.1 0.8 0.1 0.119
H -0.774319 0.020324 1.280971 -0.3 0.0 1.9 0.091
H -2.062885 -0.382710 0.081507 0.9 0.7 0.1 0.120
H -1.854747 2.596641 -0.149705 2.1 -0.6 -0.5 0.045
```
Positions in Å, forces in eV/Å.

Properties
E_HOMO in eV: -2.773
Total charge: -1
Gap between HOMO and LUMO in eV: 6.97



No. 5
Density functional theory data (ωB97M-V/def2-TZVPD) for an isolated ion of composition C5H4NO3 and charge -1 at a distorted geometry.

Structure (XYZ):
```
13
Properties=species:S:1:pos:R:3:forces:R:3:lowdin_charge:R:1
O -1.233824 -0.866451 3.290741 -0.6 -2.0 1.9 0.141
C -1.121295 -0.134437 2.390741 0.6 -0.3 -0.9 -0.561
O -1.195250 1.143993 2.240636 -0.2 1.9 -0.7 0.138
C -0.666367 0.208198 1.103288 1.6 0.3 -1.5 -0.113
C -0.741913 0.356331 -0.380010 0.1 -4.4 -0.4 -0.058
C 0.592927 0.543190 0.250399 0.3 0.3 -0.1 -0.317
N 1.826673 -0.031283 -0.179691 -0.4 -0.9 0.5 0.013
C 1.903986 -1.375841 -0.131178 -1.0 2.5 0.5 -0.563
O 2.773550 -2.122719 -0.507374 2.3 -1.0 -1.1 -0.092
H -1.154634 1.124420 -0.910401 -1.4 2.1 -0.8 0.060
H -0.844471 -0.642959 -0.974210 0.0 1.6 1.3 0.144
H 0.645864 1.615916 0.385246 0.6 0.3 0.3 0.123
H 1.090267 -1.886487 0.333826 -1.8 -0.5 0.9 0.085
```
Positions in Å, forces in eV/Å.

Properties
SMILES string: O=C1O[C@]12C[C@@H]2/N=C/[O-]
E_HOMO in eV: -3.685
Total charge: -1
Gap between HOMO and LUMO in eV: 7.37



No. 6
Density functional theory data (ωB97M-V/def2-TZVPD) for an isolated ion of composition C5H4NO4 and charge -1 at a distorted geometry.

Structure (XYZ):
```
14
Properties=species:S:1:pos:R:3:forces:R:3:lowdin_charge:R:1
N -1.963536 -2.492982 -0.586961 -1.4 -2.7 -0.7 0.130
C -1.509054 -1.528945 -0.222426 2.1 3.7 0.9 -0.110
C -0.723587 -0.211049 -0.038840 -2.3 0.0 -1.0 -0.393
C -1.725326 1.104798 0.125710 0.6 -1.3 -1.2 -0.669
O -2.913283 0.859575 -0.012198 -1.0 -0.3 0.1 -0.013
O -1.105734 2.137212 0.345233 0.7 0.9 0.3 -0.016
O 0.017759 -0.223898 1.128779 0.3 -1.2 0.3 -0.043
C 1.225079 0.364501 0.779215 1.5 1.1 -1.1 -0.201
C 1.505366 -0.236455 -0.606292 -0.8 0.8 -1.7 -0.131
O 0.157618 -0.181528 -1.189647 0.6 0.3 1.4 -0.075
H 2.020532 -0.058949 1.394702 -0.1 0.8 0.7 0.120
H 1.047358 1.481225 0.716001 0.8 -1.1 0.4 0.136
H 2.219773 0.280194 -1.392848 -1.3 -0.9 2.0 0.155
H 1.747030 -1.293703 -0.440430 0.3 0.1 -0.4 0.108
```
Positions in Å, forces in eV/Å.

Properties
SMILES string: N#CC1(C(=O)[O-])OCCO1
E_HOMO in eV: -4.518
Total charge: -1
Gap between HOMO and LUMO in eV: 8.11



No. 7
Density functional theory data (ωB97M-V/def2-TZVPD) for C5H4NO5Pd as an isolated structure at a distorted geometry.

Structure (XYZ):
```
16
Properties=species:S:1:pos:R:3:forces:R:3:lowdin_charge:R:1
O -2.448996 -2.806384 -0.990157 2.2 0.6 3.2 0.018
C -1.799461 -2.614518 -0.052952 -2.2 -0.7 -3.1 -0.003
Pd 0.229832 0.386003 -0.039107 -1.4 -1.2 -1.0 0.586
C 1.384713 1.793683 0.330806 4.2 5.7 0.6 -0.210
O 2.040261 2.738156 0.342143 -1.6 -2.5 0.1 0.177
C -0.160191 1.305957 -2.222192 0.8 3.6 -3.7 -0.005
O -0.060893 2.040196 -3.099763 -0.4 -2.3 2.6 0.169
C -1.616077 1.120581 0.600767 -5.2 3.5 1.4 -0.094
O -2.559164 1.821737 0.679902 4.5 -3.3 -0.8 0.122
C 1.433477 -0.986643 -1.013757 3.9 -2.5 -2.5 -0.112
O 2.220168 -1.418124 -1.750636 -3.1 1.7 2.4 0.148
H -0.751820 -0.260115 -1.084660 -1.7 -1.8 -0.5 -0.038
N 0.461603 -0.655128 1.801371 1.7 0.2 2.4 -0.008
H 0.868314 -1.589237 1.746733 -0.2 0.0 -0.2 0.073
H -0.358576 -0.740465 2.391011 -0.3 0.0 -0.1 0.068
H 1.154355 -0.103481 2.393456 -1.1 -0.9 -0.9 0.108
```
Positions in Å, forces in eV/Å.

Properties
E_HOMO (alpha / beta) in eV: -11.150 / -14.952
Expectation value of S²: 2.014
2S+1: 3
Total charge: +1
Gap between HOMO and LUMO (alpha / beta) in eV: 6.89 / 9.07



No. 8
Density functional theory data (ωB97M-V/def2-TZVPD) for C5H4NiO2 as an isolated structure at a distorted geometry.

Structure (XYZ):
```
12
Properties=species:S:1:pos:R:3:forces:R:3:lowdin_charge:R:1
O 0.920142 -2.639096 -1.864682 -1.0 2.8 1.1 0.425
C 0.515608 -1.614167 -1.536266 1.6 -4.7 -1.7 0.074
C -0.000840 -0.408614 -1.254930 -0.3 1.5 -0.2 0.120
C -0.478406 -0.022790 0.040391 1.1 1.0 3.8 -0.191
C -1.700122 -0.210534 0.562382 -0.1 0.5 -0.7 0.193
H 0.026508 0.303765 -2.083287 0.1 0.0 0.0 0.194
H -2.495168 -0.705709 0.002897 0.2 0.0 0.2 0.121
H -1.998027 0.308536 1.474940 0.2 -0.5 0.0 0.114
C 0.565988 0.851916 1.015889 -2.6 1.0 -5.3 -0.004
O 1.638188 1.198615 0.491897 -1.6 -1.4 0.5 -0.037
Ni 3.046038 1.358614 1.563629 1.9 0.5 1.2 0.826
H -0.039911 1.579463 1.587140 0.5 -0.7 1.2 0.166
```
Positions in Å, forces in eV/Å.

Properties
E_HOMO (alpha / beta) in eV: -19.021 / -18.180
Expectation value of S²: 2.014
2S+1: 3
Total charge: +2
Gap between HOMO and LUMO (alpha / beta) in eV: 9.21 / 5.64



No. 9
Density functional theory data (ωB97M-V/def2-TZVPD) for C5H4O as an isolated structure at a distorted geometry.

Structure (XYZ):
```
10
Properties=species:S:1:pos:R:3:forces:R:3:lowdin_charge:R:1
C -1.223138 -0.210842 0.014591 -12.1 2.8 -0.6 -0.088
C 0.526627 1.174481 0.034592 -1.6 1.5 -0.5 -0.006
C 0.569988 -1.086696 -0.036211 1.2 -1.1 0.3 -0.052
C -0.050860 0.037414 0.787154 1.3 -0.8 1.0 -0.145
C -0.068183 0.024584 -0.830464 0.4 -0.2 -0.2 -0.089
O -2.822473 -0.160614 0.006925 10.3 -0.7 0.1 -0.141
H -0.117854 2.100220 0.019513 1.1 -1.0 0.0 0.137
H 1.612944 1.303694 0.051899 -0.5 -0.2 -0.1 0.120
H 1.679385 -1.238790 -0.134518 -1.3 0.2 0.4 0.144
H -0.106432 -1.943455 0.086517 1.1 -0.4 -0.4 0.121
```
Positions in Å, forces in eV/Å.

Properties
E_HOMO (alpha / beta) in eV: -10.186 / -10.187
Total charge: 0
Gap between HOMO and LUMO (alpha / beta) in eV: 9.35 / 9.35



No. 10
Density functional theory data (ωB97M-V/def2-TZVPD) for one molecule with the formula C5H4O at a distorted geometry.

Structure (XYZ):
```
10
Properties=species:S:1:pos:R:3:forces:R:3:lowdin_charge:R:1
C -0.514903 1.250663 0.504009 -0.4 1.1 2.8 -0.120
C 0.364038 1.056618 -0.437394 -0.2 -0.4 -0.7 -0.120
C 0.925608 0.285170 -1.487408 1.4 -0.7 -1.0 0.048
C 0.524240 -0.480051 -0.510489 0.0 0.7 -1.5 -0.049
C -0.307637 -1.054434 0.529481 0.8 -2.9 2.5 -0.172
O -0.781158 0.061353 1.271109 -0.6 0.1 0.1 -0.129
H -0.805118 2.154166 1.117020 0.2 -1.2 -1.3 0.128
H 1.471414 0.368395 -2.455921 -0.6 -0.1 1.0 0.118
H -1.104367 -1.756289 0.212599 -0.1 0.9 -0.7 0.123
H 0.227883 -1.885593 1.256994 -0.5 2.4 -1.4 0.171
```
Positions in Å, forces in eV/Å.

Properties
SMILES string: C1=C2C=C2CO1
E_HOMO in eV: -7.691
Total charge: 0
Gap between HOMO and LUMO in eV: 8.55